## 1
Computed, not measured: 4 unconnected molecules or ions with the total composition C2H13NO4, with the ωB97M-V functional and the def2-TZVPD basis.

Geometry (Å):
C -1.59445 -1.33576 0.35696
O -0.98558 -2.64302 0.43381
C -0.84775 -0.52105 -0.71314
N -1.03160 0.95744 -0.34726
H -1.46565 -0.89180 1.35617
H -2.64454 -1.46160 0.04685
H -1.65331 -3.29434 0.23656
H -1.18934 -0.54850 -1.74095
H 0.20921 -0.74655 -0.68420
H -1.92592 1.10365 -0.80279
H -0.40822 1.57604 -0.86532
H 2.18096 -1.69127 1.60079
H 1.72653 -0.45535 0.92451
O 2.23734 -1.25506 0.74369
H 0.67648 2.07031 1.91346
H -0.13778 1.23792 1.01811
O 0.45993 1.13156 1.83774
H 2.58287 2.75169 -2.14335
H 2.03761 1.56167 -1.45959
O 1.77322 2.45403 -1.71204

## Properties
- orbital gap (Ha) = 0.39807
- spin multiplicity = 1
- structure (SMILES) = NCCO.O.O.O


## 2
Computed, not measured: 5 unconnected molecules or ions with the total composition C2H13NO4, with the ωB97M-V functional and the def2-TZVPD basis.

Geometry (Å):
C -1.85635 -0.73726 0.01419
C -2.41420 0.08427 2.08922
N -1.50745 -0.00893 1.20774
H -2.84254 -1.21402 0.01586
H -1.76646 -0.18130 -0.91741
H -1.12125 -1.53527 -0.17711
H -2.08484 0.32901 3.08324
H -3.46655 -0.17959 1.91417
H 3.26046 0.66174 -1.74453
H 1.77951 0.21411 -1.65324
O 2.67889 -0.08327 -1.65628
H -0.00348 2.32584 -1.19475
H -1.02221 2.00382 -2.19432
O -0.19718 1.65142 -1.86405
H 1.96787 -3.08157 -0.80053
H 1.45085 -2.38115 0.42342
O 1.80518 -3.23600 0.13119
H -0.03422 1.38037 0.70360
H 0.78139 2.01396 1.76787
O 0.58499 2.12797 0.83663

## Properties
- orbital gap (Ha) = 0.40551
- spin multiplicity = 1
- structure (SMILES) = C=NC.O.O.O.O


## 3
Computed, not measured: 4 unconnected molecules or ions with the total composition C2H13NO4, with the ωB97M-V functional and the def2-TZVPD basis.

Geometry (Å):
C 0.88596 -1.31314 -0.15485
O 1.95103 -1.32720 -1.05658
C 1.08522 -1.28275 1.35091
N 0.02192 -1.90168 2.22516
H 0.29362 -2.28334 -0.38888
H 0.26121 -0.41567 -0.35260
H 2.69649 -0.77847 -0.78505
H 0.98223 -0.19905 1.49319
H 2.09734 -1.70344 1.75135
H -0.64367 -1.16087 2.33359
H 0.47151 -2.18940 3.11271
H 1.88539 1.99939 -3.09426
H 2.00063 1.49932 -1.83217
O 1.30420 1.99963 -2.32943
H -1.47724 4.18394 0.40049
H -0.49577 4.41349 -0.69148
O -1.43086 4.14132 -0.53917
H -3.68044 -0.51660 1.06606
H -2.59502 -1.40487 0.38449
O -3.54648 -1.38341 0.65644

## Properties
- orbital gap (Ha) = 0.36475
- spin multiplicity = 1
- structure (SMILES) = NCCO.O.O.O


1 takes first place; second place is 0.262 eV up.


## 1
Computed, not measured: a gas-phase ion, CH5N2O2 (charge +1), with the ωB97M-V functional and the def2-TZVPD basis.

Geometry (Å):
C 0.15377 -0.06609 0.48060
N 1.31395 0.46268 0.02205
N -0.94249 -0.18330 -0.75572
O 0.20297 -1.11918 1.27628
O -0.43002 0.10264 1.66809
H 1.28286 1.45168 0.00991
H 2.09826 -0.04446 0.37810
H -1.46704 -1.09921 -0.93801
H -0.52143 -0.08355 -1.65297
H -1.69083 0.57879 -0.48833

## Properties
- orbital gap (Ha) = 0.44358
- spin multiplicity = 1
- structure (SMILES) = NC1([NH3+])OO1
- total charge = +1


## 2
Computed, not measured: a gas-phase ion, CH5N2O2 (charge +1), with the ωB97M-V functional and the def2-TZVPD basis.

Geometry (Å):
C -0.29756 0.08462 -0.18614
N -0.21714 -1.20951 -0.15290
N -1.29177 0.94363 -0.13388
O 1.97264 -0.18910 0.05209
O 1.03465 0.84838 -0.05976
H -1.10899 -1.68637 -0.01091
H 0.74026 -1.61237 -0.08638
H -2.24411 0.85515 -0.27264
H -1.02012 1.86893 -0.03942
H 2.43214 0.09664 0.88994

## Properties
- orbital gap (Ha) = 0.45420
- spin multiplicity = 1
- structure (SMILES) = NC(=[NH2+])OO
- total charge = +1


## 3
Computed, not measured: 2 unconnected molecules or ions with the total composition CH5N2O2, with the ωB97M-V functional and the def2-TZVPD basis.

Geometry (Å):
C 1.15074 -0.25119 -0.06016
N -1.63073 -0.44851 -0.50746
N -0.87660 0.33958 0.04930
O -2.90324 -0.48042 -0.23322
O -1.14869 1.40348 0.74320
H 1.55031 0.64663 0.47181
H 1.48972 -0.32041 -1.08857
H 0.94842 -1.07218 0.60299
H -3.22416 -1.12260 -0.99954
H -0.31586 1.87793 0.83646

## Properties
- orbital gap (alpha / beta) (Ha) = 0.35291 / 0.35293
- spin multiplicity = 1
- total charge = +1


2 takes first place; second place is 1.379 eV up.


## 1
Computed, not measured: C5H7NS in the gas phase, with the ωB97M-V functional and the def2-TZVPD basis.

Geometry (Å):
C 0.37963 1.11898 -0.73368
C -1.05198 1.00212 -0.28239
C -1.42988 0.01720 0.51453
C 1.00067 -1.29426 -0.23691
C 1.13371 -0.14788 -0.93019
H 1.21062 1.67783 1.16357
H 1.78598 2.51667 -0.28267
H 0.48267 1.53454 -1.80059
H -1.38454 2.03178 -0.55101
H -2.46186 0.04787 1.06706
H 1.79165 -2.06808 -0.46639
H 1.94272 -0.35109 -1.85993
N 0.90161 2.10852 0.29953
S -0.61697 -1.52038 0.66532

## Properties
- orbital gap (Ha) = 0.32905
- spin multiplicity = 1
- structure (SMILES) = NC1C=CSC=C1


## 2
Computed, not measured: 2 unconnected molecules or ions with the total composition C5H7NS, with the ωB97M-V functional and the def2-TZVPD basis.

Geometry (Å):
C 0.52024 1.23716 -1.01683
C -2.36267 -0.13730 0.40263
C 1.02866 0.53255 -1.84156
C -2.66848 0.41395 2.77503
C 3.11991 -1.04117 -1.40375
N -2.79591 -0.01854 1.57536
S 2.00405 -0.46428 -2.77101
H -0.03994 2.00182 -0.45527
H -3.11922 -0.35537 -0.42389
H -2.95845 -0.25364 3.59928
H -2.67813 1.48408 2.96830
H 2.92959 -0.37305 -0.55438
H 4.20305 -0.93292 -1.77383
H 2.81730 -2.09329 -1.08008

## Properties
- orbital gap (Ha) = 0.31437
- spin multiplicity = 1


## 3
Computed, not measured: a molecular structure, C5H7NS, with the ωB97M-V functional and the def2-TZVPD basis.

Geometry (Å):
C -0.02298 -0.34522 0.48896
C 1.04279 0.03688 -0.49473
C 0.40095 -0.09720 -1.88211
C -0.93742 0.61999 -1.57998
C -0.74403 0.85827 -0.07976
H 2.09474 -0.24517 -0.41027
H 0.29434 -1.13229 -2.10099
H 0.96102 0.39784 -2.70271
H -1.79906 -0.03632 -1.76202
H -1.04369 1.57812 -2.12772
H -1.52323 1.38351 0.52261
H 0.91985 1.57262 0.92802
N 0.64345 1.46102 -0.08005
S -0.17775 -1.26136 1.84370

## Properties
- orbital gap (Ha) = 0.32263
- spin multiplicity = 1


3 takes first place; second place is 1.272 eV up.